Entry 1:
Formula: C4H7N
Source: the Open Molecules 2025 dataset
Level of theory: ωB97M-V/def2-TZVPD

Calculated values
Energy above the lowest of the compared OMol25 structures with the same formula, charge and spin, kJ/mol: 167.31
F_max, hartree/bohr: 0.1100
Frontier orbital gap, eV: 9.9
SMILES string: [H]/N=C/C(=C)C
Electronic energy, hartree: -211.29695

Geometry as ORCA input:
```
! RIJCOSX wB97M-V def2-TZVPD def2/J DEFGRID3
* xyz 0 1
H -2.85 -0.42 -0.02
N -1.97 0.05 0.23
C -0.99 -0.66 -0.08
C 0.32 -0.13 0.14
C 1.42 -0.98 0.10
C 0.41 1.39 0.04
H -1.19 -1.73 -0.40
H 2.48 -0.80 0.25
H 1.29 -2.00 0.04
H 1.18 1.75 0.54
H 0.55 1.65 -1.01
H -0.65 1.88 0.19
*
```

Atomic partial charges in e from the Löwdin method, atoms 1 to 4: H 0.057; N 0.087; C -0.264; C -0.324


Entry 2:
Formula: C30H25GeN7PtSSe
Source: the Open Molecules 2025 dataset
Level of theory: ωB97M-V/def2-TZVPD

Calculated values
Energy above the lowest of the compared OMol25 structures with the same formula, charge and spin, kJ/mol: 0.79
F_max, hartree/bohr: 0.0058
Frontier orbital gap, eV: 7.0
Electronic energy, hartree: -6536.88791

Geometry as ORCA input:
```
! RIJCOSX wB97M-V def2-TZVPD def2/J DEFGRID3
* xyz 2 1
Pt -0.28 -1.41 1.26
N -0.08 -2.86 -2.75
C 0.06 -2.30 -1.55
S -1.26 -2.61 -0.40
N 1.12 -1.58 -1.31
N 1.16 -1.06 -0.05
C 2.17 -0.36 0.34
C 3.32 -0.04 -0.51
C 4.03 -1.04 -1.17
C 5.12 -0.71 -1.97
C 5.49 0.62 -2.13
C 4.78 1.62 -1.48
C 3.71 1.30 -0.66
C 2.10 0.09 1.76
C 3.13 0.76 2.40
C 2.98 1.11 3.73
C 1.81 0.78 4.40
C 0.83 0.08 3.71
N 0.98 -0.26 2.43
H -0.85 -3.47 -2.96
H 0.64 -2.72 -3.44
H 3.74 -2.07 -1.06
H 5.67 -1.49 -2.47
H 6.33 0.87 -2.75
H 5.07 2.66 -1.60
H 3.16 2.09 -0.16
H 4.04 0.98 1.86
H 3.77 1.64 4.24
H 1.66 1.04 5.44
H -0.09 -0.22 4.19
Se 0.52 -4.83 4.29
N -1.03 -4.71 5.11
C -1.71 -3.73 4.53
C -3.02 -3.30 4.88
C -3.54 -2.27 4.16
C -2.80 -1.67 3.10
N -1.59 -2.04 2.75
C -1.02 -3.07 3.46
N 0.20 -3.49 3.18
H -3.55 -3.78 5.68
H -4.53 -1.88 4.36
H -3.25 -0.87 2.52
Ge -1.51 0.63 0.15
C -0.89 0.85 -1.64
C 0.27 1.61 -1.86
C 0.73 1.82 -3.14
C 0.04 1.29 -4.22
C -1.12 0.55 -4.02
C -1.58 0.33 -2.73
C -3.39 0.45 0.50
C -3.96 1.42 1.32
C -5.33 1.39 1.59
C -6.11 0.38 1.04
C -5.55 -0.59 0.22
C -4.19 -0.56 -0.05
H -0.86 1.62 1.13
H 0.80 2.04 -1.02
H 1.63 2.40 -3.30
H 0.40 1.46 -5.23
H -1.67 0.16 -4.86
H -2.49 -0.24 -2.58
H -3.36 2.20 1.76
H -5.77 2.15 2.22
H -7.18 0.36 1.25
H -6.16 -1.36 -0.21
H -3.75 -1.32 -0.68
*
```

Atomic partial charges in e from the Löwdin method, atoms 1 to 4: Pt 0.933; N 0.135; C -0.781; S 0.658